{"formula": "C19H31N2O6", "method": "ωB97M-V with the def2-TZVPD basis set", "elements": ["C", "C", "C", "C", "C", "C", "N", "C", "N", "H", "H", "H", "H", "H", "H", "H", "H", "H", "H", "H", "H", "H", "O", "C", "O", "C", "C", "C", "H", "H", "H", "H", "H", "H", "O", "C", "O", "C", "C", "C", "H", "H", "H", "H", "H", "H", "O", "C", "O", "C", "C", "C", "H", "H", "H", "H", "H", "H"], "positions_angstrom": [[6.701, -2.220, -0.057], [5.853, -1.176, -0.808], [4.974, -0.334, 0.130], [3.711, 0.160, -0.646], [2.711, -0.954, -0.566], [2.470, -1.876, -1.507], [1.496, -2.697, -0.922], [1.201, -2.264, 0.266], [1.929, -1.188, 0.544], [7.385, -1.753, 0.654], [7.288, -2.759, -0.809], [6.066, -2.970, 0.424], [6.488, -0.508, -1.401], [5.257, -1.747, -1.533], [5.503, 0.483, 0.616], [4.586, -1.011, 0.897], [3.274, 1.056, -0.187], [3.933, 0.398, -1.688], [2.942, -1.952, -2.471], [1.129, -3.506, -1.402], [0.478, -2.688, 0.946], [1.930, -0.651, 1.409], [4.739, 0.248, 2.997], [3.874, 1.058, 3.139], [2.556, 0.788, 2.867], [1.773, 1.994, 3.029], [2.597, 2.884, 3.945], [4.027, 2.497, 3.575], [1.618, 2.442, 2.045], [0.805, 1.741, 3.457], [2.379, 3.942, 3.819], [2.405, 2.623, 4.986], [4.404, 3.082, 2.734], [4.704, 2.572, 4.421], [-5.435, -1.056, -0.800], [-4.399, -1.645, -0.780], [-3.516, -1.632, -1.816], [-2.423, -2.513, -1.539], [-2.402, -2.657, -0.024], [-3.878, -2.533, 0.334], [-2.606, -3.465, -2.044], [-1.503, -2.079, -1.930], [-1.944, -3.588, 0.315], [-1.847, -1.826, 0.420], [-4.393, -3.493, 0.292], [-4.027, -2.066, 1.304], [-6.349, 5.253, -2.342], [-6.570, 4.079, -2.300], [-5.594, 3.142, -2.194], [-6.166, 1.824, -2.278], [-7.625, 1.998, -1.890], [-7.925, 3.405, -2.397], [-6.049, 1.458, -3.301], [-5.639, 1.156, -1.604], [-8.274, 1.229, -2.306], [-7.726, 1.971, -0.804], [-8.244, 3.406, -3.441], [-8.657, 3.917, -1.778]], "total_charge": 1}

---

{"formula": "C8H19INOP", "method": "ωB97M-V with the def2-TZVPD basis set", "elements": ["O", "C", "C", "C", "C", "P", "I", "H", "H", "H", "H", "H", "H", "H", "H", "H", "H", "H", "H", "C", "C", "C", "C", "N", "H", "H", "H", "H", "H", "H", "H"], "positions_angstrom": [[2.412, -1.897, 2.571], [3.156, -0.934, 1.787], [2.288, 0.323, 1.340], [1.482, 0.908, 2.591], [-0.066, 1.122, 2.326], [-0.999, -0.420, 1.704], [-2.376, -2.316, 0.811], [2.445, -1.661, 3.510], [4.038, -0.606, 2.424], [3.520, -1.503, 0.878], [3.015, 1.091, 0.941], [1.552, 0.017, 0.529], [1.920, 1.943, 2.780], [1.689, 0.333, 3.548], [-0.194, 1.960, 1.580], [-0.559, 1.434, 3.306], [-1.890, -0.401, 2.836], [-1.399, 0.324, 0.554], [0.135, -1.278, 1.810], [-2.026, -1.179, -2.809], [-2.485, 0.219, -3.207], [-1.362, 1.063, -3.811], [-0.261, 1.230, -2.814], [0.590, 1.356, -2.035], [-1.258, -1.144, -2.034], [-2.863, -1.753, -2.409], [-1.622, -1.720, -3.670], [-2.893, 0.723, -2.326], [-3.298, 0.134, -3.933], [-1.739, 2.049, -4.092], [-0.962, 0.586, -4.709]], "smiles": "OCCCC[PH3]I.CCCC#N"}

---

Number 1: highest occupied orbital energy -11.26 eV. Number 2: highest occupied orbital energy -8.42 eV.